Entry 1:
Molecular formula: C28H32BrF6N4O6ReS2
Method: DFT, ωB97M-V/def2-TZVPD

```
80
Properties=species:S:1:pos:R:3:forces:R:3:mulliken_spin:R:1
Re -0.49000 -0.90151 1.56135 -0.7025 -0.5103 -1.0341 2.2545
C 4.75742 -2.94823 2.74084 0.0317 0.0561 0.0496 -0.0074
C 3.67071 -3.32820 1.97049 -0.0895 0.0379 -0.0063 0.0028
C 2.51523 -2.56073 1.97311 0.1399 -0.3188 0.0447 0.0549
C 2.46116 -1.42491 2.76123 -0.4939 0.2488 0.0444 -0.0820
C 3.54409 -1.02997 3.53898 0.1259 0.0132 0.0627 -0.0060
C 4.69207 -1.79708 3.52136 -0.0011 -0.0453 -0.0349 0.0059
N 1.23847 -0.64506 2.76695 0.7680 -0.1108 0.0595 -0.0556
N 1.18286 0.18137 3.71182 -0.4075 0.2504 0.0465 0.1543
C -0.02352 0.88693 3.78588 0.4071 -0.1191 0.1744 -0.0114
C -0.16111 1.87947 4.73532 -0.0343 0.0014 -0.0119 0.0133
C -1.37625 2.53637 4.81625 0.0130 0.0349 0.0329 0.0211
C -2.39776 2.18067 3.94767 -0.0576 0.0004 -0.0654 -0.0043
C -2.18728 1.18128 3.01869 0.2067 0.0684 0.0400 0.0191
N -1.01331 0.53332 2.95023 -0.0131 0.0904 0.1464 -0.0457
H 5.66073 -3.54246 2.73391 0.0093 -0.0104 -0.0042 -0.0003
H 3.71365 -4.21820 1.35832 0.0162 -0.0185 -0.0002 0.0002
H 1.68380 -2.85971 1.35668 -0.0469 0.0045 0.0489 0.0396
H 3.49404 -0.13420 4.13935 -0.0204 -0.0173 -0.0293 0.0006
H 5.54081 -1.49442 4.11798 0.0266 -0.0081 -0.0026 0.0001
H 0.67591 2.10657 5.37807 0.0023 0.0118 0.0177 0.0006
H -1.52372 3.32039 5.54562 -0.0142 0.0073 0.0062 -0.0003
H -3.35559 2.67856 3.97369 -0.0118 0.0083 0.0065 0.0004
H -2.93382 0.89924 2.29777 -0.0781 -0.0225 -0.0408 0.0163
C 1.82601 3.73747 -4.78024 -0.0076 0.0285 0.0056 0.0042
C 1.54470 2.23055 -4.82743 0.0048 -0.0729 0.0804 0.0011
C 0.44472 1.94950 -5.85852 -0.0242 -0.0240 -0.0199 0.0037
C 2.81443 1.50579 -5.27008 0.0552 -0.0040 -0.0065 0.0012
C 1.08377 1.76885 -3.44301 0.0383 0.1046 -0.1873 0.0249
C 1.82666 0.91846 -2.65083 0.0314 -0.1256 0.1254 -0.0077
C 1.34346 0.53800 -1.40666 0.2202 -0.0586 -0.2608 0.0326
Br 2.42891 -0.57810 -0.34451 0.1429 0.1533 -0.1443 0.0263
C 0.11849 0.96302 -0.91950 -0.1740 -0.2618 0.4202 0.0524
O -0.35352 0.50734 0.27753 0.1405 0.4724 -0.0169 0.1866
C -0.62137 1.89556 -1.67584 -0.0337 0.1077 -0.0991 -0.0043
C -0.11388 2.24878 -2.91768 -0.0717 0.0772 0.0712 -0.0107
C -1.91379 2.53666 -1.16672 0.0258 -0.0054 -0.0881 -0.0054
C -2.46783 3.55506 -2.16519 -0.1159 0.0435 -0.0168 -0.0001
C -2.99032 1.46655 -0.96400 -0.0947 0.0245 0.0370 0.0301
C -1.63613 3.30373 0.13316 -0.0257 0.0405 0.0039 -0.0010
H 2.17755 4.08655 -5.75254 -0.0062 -0.0100 -0.0155 0.0001
H 2.59187 3.96856 -4.03853 0.0145 0.0011 0.0125 -0.0003
H 0.92741 4.30183 -4.52769 -0.0052 0.0186 0.0096 -0.0003
H 0.78080 2.25442 -6.85063 0.0091 0.0099 -0.0044 0.0001
H -0.47163 2.49793 -5.64094 -0.0198 0.0089 0.0185 -0.0002
H 0.20208 0.88647 -5.89501 0.0063 -0.0197 0.0069 0.0000
H 3.07767 1.81540 -6.28186 -0.0061 0.0154 -0.0013 0.0000
H 2.67925 0.42283 -5.28017 -0.0157 -0.0128 -0.0136 -0.0001
H 3.66408 1.74195 -4.62695 0.0017 0.0034 0.0191 -0.0002
H 2.78087 0.53583 -2.97943 0.0195 -0.0205 0.0354 -0.0022
H -0.67274 2.95305 -3.51589 0.0243 -0.0568 0.0267 -0.0026
H -2.76026 3.08880 -3.10678 -0.0017 -0.0166 -0.0062 0.0001
H -1.75786 4.35480 -2.38011 -0.0064 0.0161 0.0420 0.0001
H -3.36120 4.01231 -1.73742 -0.0101 0.0061 -0.0037 0.0002
H -3.22577 0.97800 -1.91093 0.0120 -0.0059 -0.0094 -0.0017
H -3.90859 1.93344 -0.59580 0.0074 -0.0171 0.0133 -0.0003
H -2.67474 0.69569 -0.26851 0.0278 -0.0601 0.0635 -0.0086
H -0.92044 4.10920 -0.04155 -0.0012 -0.0015 -0.0249 -0.0007
H -1.22755 2.66271 0.90825 0.0434 -0.1116 0.0984 -0.0032
H -2.56262 3.75493 0.49879 0.0180 -0.0232 0.0194 0.0000
F 0.74589 -5.11949 2.54603 0.0429 0.1019 -0.0825 -0.0004
C -0.44455 -5.16418 3.12587 -0.0788 -0.1770 0.1541 -0.0024
F -0.30794 -4.99880 4.43205 -0.0196 0.0095 -0.0652 0.0001
F -1.01868 -6.32718 2.86742 0.0289 0.0680 0.0536 -0.0004
S -1.54024 -3.83259 2.47093 0.3370 0.4550 -0.1447 0.0054
O -0.71992 -2.59682 2.77124 -0.2470 -0.6370 -0.0622 0.0053
O -2.76191 -3.92296 3.18307 -0.0090 0.0226 -0.0477 0.0054
N -1.66090 -4.16106 0.95419 0.1226 0.0014 0.0648 0.0135
S -1.08967 -3.42127 -0.30580 0.3352 0.7531 0.9111 0.0047
O -0.05998 -2.38879 0.10338 -0.5467 -0.4926 -0.2195 0.0426
O -2.07039 -3.03172 -1.24518 0.0288 -0.0846 -0.1866 0.0042
C -0.01565 -4.68529 -1.10699 0.0132 -0.0436 -0.0998 -0.0013
F 0.98194 -5.02001 -0.29987 0.0159 0.0295 0.0598 -0.0007
F 0.46567 -4.15819 -2.21938 -0.0047 -0.0549 0.0305 0.0002
F -0.75033 -5.74829 -1.37479 0.0358 0.0309 -0.0331 -0.0005
C -3.61318 -1.30039 1.51331 0.1311 -0.1631 -0.0496 -0.0021
O -2.28714 -1.24396 1.02132 -0.0683 0.3012 -0.0554 0.2270
H -3.64167 -1.41262 2.60039 -0.0205 0.0067 -0.0124 -0.0006
H -4.09631 -2.16450 1.05698 -0.0562 -0.0024 0.0493 0.0033
H -4.15606 -0.40325 1.20748 -0.0397 -0.0014 -0.0053 0.0117
```
Positions in Å, forces in eV/Å.

The spin multiplicity is 4. The HOMO energy (alpha / beta) is -10.65 / -10.85 eV. As for the expectation value of S²: 3.776. The charge is +1. For the HOMO-LUMO gap (alpha / beta), the calculation gives 5.76 / 5.39 eV. The value obtained for the total energy is -5804.25465 a.u.

Entry 2:
Molecular formula: C2H12MgN3O
Method: DFT, ωB97M-V/def2-TZVPD

```
19
Properties=species:S:1:pos:R:3:forces:R:3:lowdin_charge:R:1
C -0.46500 -1.18301 -2.31622 0.6690 -1.1876 -0.0465 -0.2308
Mg 0.35069 0.31810 -1.11695 1.6615 3.0861 0.9050 -0.1333
N 2.32248 -0.42521 -0.57935 -0.2273 -0.0437 0.2273 -0.0673
H 0.76800 1.61866 -2.27278 -0.2674 -0.1125 0.0944 -0.1257
H 2.87892 0.40487 -0.36558 0.0773 0.0610 0.1735 -0.0043
H 0.60408 -1.19686 -1.76809 -2.2533 -1.5268 -1.6934 0.0139
H -0.24742 -1.17546 -3.38899 -0.0723 -0.1140 0.1699 0.0355
H -1.17710 -0.33844 -2.12795 0.3631 -0.4977 -0.0379 0.0024
H -0.98382 -2.09464 -1.99150 0.3609 0.3061 -0.1799 0.0296
H 2.28292 -1.00848 0.26747 0.0890 0.1477 -0.2059 -0.0081
H 2.83179 -0.94730 -1.29195 0.1022 -0.1549 -0.0300 -0.0033
N -2.24928 0.40987 1.92530 -0.0174 0.0990 -0.2145 0.1080
C -0.95170 0.66488 1.68430 0.3659 -0.0450 -0.5832 -0.7913
N -0.20654 1.14935 2.69121 -0.0455 0.1422 -0.1615 0.1083
O -0.43430 0.43111 0.54793 -1.0862 0.2566 1.7589 -0.1432
H -2.67313 0.63240 2.81592 0.1083 -0.1146 -0.0510 0.0496
H -2.81618 0.02656 1.17899 0.1489 -0.0200 0.0563 0.0619
H 0.77487 1.32965 2.51739 -0.0188 -0.1112 -0.0359 0.0494
H -0.60931 1.38394 3.59085 0.0421 -0.1706 -0.1456 0.0488
```
Positions in Å, forces in eV/Å.

The HOMO energy (alpha / beta) is 0.38 / 0.40 eV. The charge is -1. For the HOMO-LUMO gap (alpha / beta), the calculation gives 2.33 / 2.29 eV. The value obtained for the total energy is -522.91086 a.u.

Entry 3:
Molecular formula: H30O15
Method: DFT, ωB97M-V/def2-TZVPD

```
45
Properties=species:S:1:pos:R:3:forces:R:3:mulliken_spin:R:1
O -1.22895 -1.35768 -0.58443 0.5465 -2.3193 -1.8310 0.4606
H -1.05841 -1.81809 -1.49883 -0.1951 0.9617 2.0991 -0.0595
H -1.56784 -0.52621 -0.88329 -0.3217 1.3674 -0.2967 -0.0750
O 0.66146 1.31862 4.19274 0.9421 1.1611 0.7454 0.0322
H -0.13364 0.97747 3.79241 -0.4765 -0.6370 -0.0927 0.0139
H 1.34545 0.72335 3.88944 0.0000 -0.3248 -0.0009 -0.0056
O -3.35500 1.67498 -2.39206 -0.0958 0.1502 0.5929 0.1510
H -3.94453 2.36128 -2.03511 0.1787 -0.1195 -0.2752 -0.0877
H -3.11165 1.18970 -1.58190 -0.0486 -0.0836 -0.2984 0.0518
O -4.48006 -1.47896 -0.14835 2.7079 -0.3401 -0.5727 0.1460
H -4.52854 -2.27890 -0.65721 -1.7852 -1.1753 -0.5749 -0.0545
H -3.48750 -1.56104 -0.33395 -0.7771 1.5105 1.1859 0.0273
O -2.00987 2.31719 2.45584 -1.0220 0.1917 0.2942 0.0440
H -1.87833 3.27151 2.31607 0.7205 -1.0488 -0.1303 -0.0276
H -1.24674 1.75335 2.28627 0.2905 0.9941 -0.2776 0.0224
O 1.57394 1.21440 -3.61264 -0.0438 0.4659 -1.0309 0.0415
H 1.50507 2.17673 -3.75902 0.2384 -0.4161 0.6186 -0.0135
H 0.87435 0.98628 -4.25544 0.2782 -0.3647 0.6351 0.0150
O 3.71267 -1.79020 1.25963 -1.0867 -0.6643 -0.6186 0.1028
H 2.73231 -1.71006 1.20663 0.7739 -0.2519 0.2231 -0.0072
H 3.95507 -1.19140 0.53273 0.0646 -0.2891 0.3334 -0.0295
O 3.95843 0.60350 1.61609 -0.0982 0.0164 1.1524 -0.0301
H 4.24108 -0.11400 2.25511 -0.1632 1.2267 -1.3979 0.0109
H 4.71157 1.04588 1.22088 0.3129 -0.0128 0.3147 0.0021
O -0.90429 -2.10551 -3.66442 -1.4290 0.3678 1.0702 -0.0105
H -1.48693 -1.39213 -4.00885 0.6614 -0.4805 0.0274 0.0664
H -0.21834 -2.30197 -4.28226 0.7204 0.1017 -0.9078 -0.0376
O -0.75213 -0.59328 3.09150 -0.5024 2.2768 0.5548 0.1264
H -0.82829 -0.43851 2.13967 0.1306 -1.7358 0.2406 0.0173
H -0.63308 -1.43624 3.51573 0.0524 -0.8018 -1.3149 -0.0186
O 1.08808 1.79301 1.30167 0.6515 -0.3965 0.8586 0.0826
H 1.38995 1.08760 0.72263 -0.0390 -0.2532 -0.3356 0.0092
H 1.76429 1.77419 2.02195 -0.7667 0.1776 -0.6457 0.0031
O 0.16122 -3.11797 2.11634 2.6394 -0.4984 0.0558 0.0123
H -0.26733 -3.32962 1.29637 -0.9179 0.0431 -0.8988 0.0027
H 1.10412 -3.29882 1.80193 -1.6812 0.4416 0.9504 0.0326
O 0.54271 -4.31462 -0.36815 -0.2750 1.2244 -0.1993 0.0349
H 0.77445 -5.11948 0.07424 0.1794 -0.9388 -0.2413 0.0092
H 0.48193 -4.40547 -1.32985 0.1000 -0.3717 0.3501 -0.0243
O 1.31764 4.15801 0.09331 0.2163 -2.3864 -0.3491 -0.0124
H 1.22612 3.17088 0.39055 0.2712 2.0720 -0.7110 -0.0278
H 0.96733 4.57943 0.85662 -0.4528 0.8378 0.9408 -0.0063
O -0.77009 2.36337 -3.99002 -1.7479 -3.2452 2.1451 -0.0285
H -0.89009 3.28498 -3.87432 -0.4999 1.3299 0.5125 -0.0335
H -1.30762 1.85447 -3.18624 1.7489 2.2374 -2.8997 0.0714
```
Positions in Å, forces in eV/Å.

The spin multiplicity is 2. The HOMO energy (alpha / beta) is -0.10 / -7.78 eV. As for the expectation value of S²: 0.751. The charge is -1. For the HOMO-LUMO gap (alpha / beta), the calculation gives 2.44 / 9.97 eV. The value obtained for the total energy is -1146.49970 a.u.